(1)
C4H12N3 | ωB97M-V/def2-TZVPD

Properties
HOMO level (alpha / beta) = -13.99 / -13.99 eV
2S+1 = 1
Relative energy (zero: lowest compared OMol25 entry of this formula, charge and spin) = 5.151 eV
Total charge = +1

Cartesian coordinates (Å):
C: 0.089 0.227 -0.778
C: 0.212 1.422 -1.528
C: -1.394 0.709 2.463
C: -0.305 0.364 1.628
N: -0.159 0.267 0.450
N: 1.477 0.916 2.389
N: 0.131 -2.451 -2.176
H: 0.143 -0.732 -1.327
H: 0.865 1.210 -2.419
H: -0.776 1.657 -2.085
H: 0.239 2.351 -0.952
H: -1.128 0.843 3.484
H: -2.185 -0.062 2.340
H: -1.811 1.716 2.190
H: 2.032 0.560 1.649
H: 1.422 0.458 3.321
H: -0.693 -2.908 -1.884
H: 0.008 -2.602 -3.269
H: 0.856 -3.141 -2.048

=====

(2)
C3H4N2O | ωB97M-V/def2-TZVPD

Properties
HOMO level = -10.36 eV
2S+1 = 1
Relative energy (zero: lowest compared OMol25 entry of this formula, charge and spin) = 3.404 eV
SMILES = Cc1ncno1
Total charge = 0

Cartesian coordinates (Å):
C: 1.601 -0.010 0.029
C: 0.072 -0.018 0.024
N: -0.778 0.972 0.092
C: -2.007 0.355 0.149
N: -1.922 -0.929 -0.106
O: -0.392 -1.240 0.158
H: 1.860 -0.746 -0.854
H: 2.086 -0.500 1.011
H: 2.187 0.943 -0.360
H: -2.708 1.173 -0.143

=====

(3)
C23H29N3O16S | ωB97M-V/def2-TZVPD

Properties
HOMO level = -8.84 eV
2S+1 = 1
Total charge = 0

Cartesian coordinates (Å):
C: 7.192 -0.877 2.279
O: 6.991 0.279 1.481
C: 6.420 -0.022 0.212
C: 5.033 -0.675 0.451
C: 4.855 -2.031 0.331
C: 3.551 -2.637 0.602
C: 2.499 -1.833 0.954
N: 1.230 -2.492 1.184
C: 2.651 -0.400 1.099
N: 1.646 0.420 1.482
S: 2.448 1.881 1.479
N: 3.969 1.552 1.025
C: 3.962 0.210 0.832
H: 6.292 -1.190 2.844
H: 7.954 -0.604 3.032
H: 7.537 -1.740 1.676
H: 7.055 -0.703 -0.391
H: 6.283 0.918 -0.350
H: 5.720 -2.648 0.059
H: 3.443 -3.723 0.521
H: 0.695 -2.391 0.318
H: 0.723 -1.950 1.886
C: -2.302 1.433 2.865
C: -0.960 1.001 3.384
O: -1.293 -0.071 4.269
C: -2.493 -0.567 3.867
O: -2.974 -1.572 4.286
O: -3.066 0.227 2.929
H: -2.253 1.812 1.847
H: -2.776 2.186 3.500
H: -0.302 0.625 2.594
H: -0.443 1.797 3.919
C: -1.072 -4.572 6.606
C: -0.941 -3.375 5.700
O: -0.262 -3.916 4.563
C: -0.509 -5.251 4.536
O: -0.231 -5.969 3.632
O: -1.117 -5.660 5.683
H: -1.974 -4.541 7.215
H: -0.206 -4.702 7.262
H: -1.907 -2.979 5.380
H: -0.363 -2.570 6.150
C: -0.794 3.573 -1.331
C: -1.727 4.043 -2.417
O: -2.987 3.522 -1.992
C: -2.926 3.335 -0.649
O: -3.860 3.067 0.033
O: -1.654 3.492 -0.190
H: 0.026 4.265 -1.152
H: -0.383 2.580 -1.532
H: -1.794 5.132 -2.472
H: -1.457 3.656 -3.398
C: -5.587 2.793 -5.790
C: -5.096 2.030 -4.589
O: -3.747 1.720 -4.942
C: -3.346 2.634 -5.857
O: -2.220 2.762 -6.231
O: -4.386 3.387 -6.290
H: -6.321 3.555 -5.534
H: -6.007 2.142 -6.559
H: -5.090 2.635 -3.680
H: -5.669 1.123 -4.406
C: -0.984 0.332 -4.910
C: 0.361 -0.096 -4.379
O: 0.024 -1.164 -3.494
C: -1.176 -1.668 -3.898
O: -1.658 -2.667 -3.478
O: -1.745 -0.875 -4.842
H: -0.934 0.703 -5.929
H: -1.461 1.085 -4.283
H: 1.019 -0.480 -5.162
H: 0.875 0.702 -3.846

=====

(4)
C2H7NS | ωB97M-V/def2-TZVPD

Properties
HOMO level = -8.74 eV
2S+1 = 1
Relative energy (zero: lowest compared OMol25 entry of this formula, charge and spin) = 3.671 eV
Total charge = 0

Cartesian coordinates (Å):
C: 2.006 0.198 -0.647
C: 1.566 -0.138 0.561
N: -1.493 -0.643 -0.342
S: -2.225 0.582 0.207
H: 2.770 1.007 -0.952
H: 1.508 -0.334 -1.516
H: -1.872 0.441 1.492
H: 0.700 -0.890 0.575
H: 1.881 0.254 1.494
H: -1.292 -0.576 -1.346
H: -3.549 0.098 0.474

=====

(5)
C35H48N9O5S5Zr | ωB97M-V/def2-TZVPD

Properties
HOMO level = -14.79 eV
2S+1 = 1
Relative energy (zero: lowest compared OMol25 entry of this formula, charge and spin) = 0.455 eV
Total charge = +3

Cartesian coordinates (Å):
Zr: -1.089 -0.303 -1.104
N: -2.866 -1.238 0.228
N: -3.076 -2.631 0.207
C: -2.026 -3.448 -0.010
N: -2.194 -4.740 0.223
S: -0.544 -2.845 -0.555
H: -2.553 -0.977 1.187
H: -3.771 -0.809 0.049
H: -3.847 -2.963 0.771
H: -3.046 -5.128 0.598
H: -1.440 -5.377 0.020
S: -1.424 1.419 1.242
C: -0.400 1.020 2.558
N: 0.093 1.931 3.353
C: 1.078 1.529 4.375
C: 1.965 0.470 3.776
N: 1.120 -0.658 3.381
C: 1.608 -2.000 3.747
C: 1.779 -2.139 5.240
C: 0.694 -1.943 6.092
C: 0.857 -2.058 7.464
C: 2.103 -2.376 7.992
C: 3.183 -2.577 7.148
C: 3.022 -2.453 5.773
C: -0.103 -0.419 2.939
S: -1.350 -1.517 2.921
C: -0.191 3.384 3.283
C: 0.976 4.140 2.692
C: 1.144 4.211 1.311
C: 2.224 4.888 0.766
C: 3.152 5.502 1.600
C: 2.979 5.455 2.975
C: 1.891 4.782 3.518
H: 0.562 1.158 5.264
H: 1.656 2.411 4.638
H: 2.672 0.110 4.523
H: 2.524 0.863 2.922
H: 2.567 -2.137 3.241
H: 0.902 -2.724 3.351
H: -0.286 -1.721 5.684
H: 0.011 -1.914 8.123
H: 2.227 -2.473 9.062
H: 4.152 -2.830 7.555
H: 3.869 -2.614 5.115
H: -0.357 3.702 4.313
H: -1.110 3.531 2.725
H: 0.377 3.781 0.680
H: 2.326 4.986 -0.310
H: 3.986 6.045 1.178
H: 3.679 5.960 3.627
H: 1.747 4.781 4.593
O: 2.696 -0.692 -3.274
C: 2.311 -1.457 -4.337
C: 3.295 -1.791 -5.258
C: 2.980 -2.559 -6.360
C: 1.676 -3.011 -6.568
C: 0.697 -2.683 -5.663
C: 0.989 -1.901 -4.531
C: -0.092 -1.576 -3.610
O: 0.166 -0.732 -2.589
N: -1.289 -2.020 -3.748
N: -2.183 -1.484 -2.809
C: -3.405 -1.809 -3.137
S: -3.718 -2.719 -4.576
C: -5.506 -2.881 -4.291
C: -5.995 -1.648 -3.564
S: -4.810 -1.333 -2.220
H: 1.914 -0.572 -2.721
H: 4.303 -1.438 -5.086
H: 3.759 -2.813 -7.067
H: 1.440 -3.612 -7.435
H: -0.321 -3.021 -5.803
H: -5.691 -3.790 -3.721
H: -5.980 -2.971 -5.268
H: -6.969 -1.800 -3.102
H: -6.030 -0.774 -4.211
C: 4.115 0.751 0.048
O: 2.924 -0.008 0.394
C: 1.773 0.316 -0.106
O: 0.795 -0.437 0.069
N: 1.632 1.451 -0.807
N: 0.351 1.708 -1.307
H: 4.933 0.221 0.521
H: 4.048 1.763 0.450
H: 4.248 0.746 -1.033
H: 2.363 2.138 -0.911
H: 0.413 1.939 -2.294
H: -0.070 2.485 -0.805
C: -0.246 1.861 -4.426
C: -1.614 1.320 -4.080
O: -1.932 1.388 -2.634
C: -3.302 1.873 -2.492
C: -3.664 2.048 -1.041
H: -0.168 1.893 -5.513
H: 0.572 1.227 -4.081
H: -0.124 2.891 -4.078
H: -1.737 0.290 -4.405
H: -2.365 1.924 -4.584
H: -3.960 1.160 -2.987
H: -3.367 2.827 -3.015
H: -3.293 1.227 -0.416
H: -4.749 2.070 -0.937
H: -3.262 2.969 -0.622

=====

(6)
C7H10 | ωB97M-V/def2-TZVPD

Properties
HOMO level (alpha / beta) = -7.68 / -7.68 eV
2S+1 = 1
Relative energy (zero: lowest compared OMol25 entry of this formula, charge and spin) = 6.096 eV
Total charge = 0

Cartesian coordinates (Å):
C: -1.194 -1.015 -0.363
C: -2.467 -0.829 0.271
C: 2.273 0.538 -0.274
C: 2.086 -0.654 0.774
C: -0.110 -0.203 -0.277
C: 1.310 -0.486 -0.529
C: -3.050 0.516 0.206
H: -0.962 -1.882 -0.832
H: 1.967 1.469 0.019
H: 3.213 0.657 -0.794
H: 2.904 -1.359 0.629
H: 2.017 -0.247 1.734
H: -0.342 0.736 0.300
H: 1.612 -1.234 -1.090
H: -3.939 0.789 0.792
H: -3.445 0.375 -0.784
H: -2.465 1.373 0.125

=====

| no. | largest force on an atom (eV/Å) |
| --- | --- |
| 1 | 7.16 |
| 2 | 4.60 |
| 3 | 3.30 |
| 4 | 2.75 |
| 5 | 0.41 |
| 6 | 4.98 |